This record from the OMol25 dataset describes C27H23Br3GaN4OS as an isolated structure. The level of theory is the ωB97M-V functional and the def2-TZVPD basis.

Last column: Mulliken charge in e.
Element x y z (Å)
Ga (-0.280, 0.068, 0.347)  0.0168
S (-4.495, -1.347, -0.457)  -0.3569
C (-3.693, -2.641, 0.328)  -0.4163
C (-2.397, -2.338, 0.624)  -0.7879
C (-2.005, -1.024, 0.225)  -0.3683
C (-3.052, -0.382, -0.367)  0.2738
C (-2.933, 0.981, -0.868)  1.2680
C (-3.975, 1.716, -1.436)  -1.1734
C (-3.737, 3.009, -1.856)  -0.2919
C (-2.469, 3.556, -1.699)  -0.9830
C (-1.490, 2.764, -1.126)  0.0019
N (-1.709, 1.516, -0.731)  0.1073
H (-4.225, -3.559, 0.523)  0.4509
H (-1.738, -3.036, 1.125)  0.3000
H (-4.954, 1.267, -1.538)  0.3897
H (-4.534, 3.592, -2.301)  0.3983
H (-2.245, 4.565, -2.012)  0.4147
H (-0.483, 3.133, -0.974)  0.3960
Br (0.842, -2.775, -3.794)  -0.2373
C (1.666, -1.150, -3.264)  0.0328
C (2.778, -0.681, -3.981)  -0.3328
C (3.431, 0.453, -3.593)  0.0182
Br (4.948, 1.035, -4.592)  -0.2893
C (3.003, 1.188, -2.460)  0.4871
C (3.619, 2.334, -1.918)  -0.8849
C (3.119, 2.897, -0.773)  -1.0332
C (1.977, 2.345, -0.168)  -0.1338
N (1.364, 1.311, -0.687)  0.3117
C (1.864, 0.714, -1.780)  0.2973
C (1.168, -0.499, -2.145)  0.0258
O (0.187, -0.896, -1.421)  -0.2108
H (3.123, -1.239, -4.841)  0.3997
H (4.498, 2.745, -2.398)  0.3140
H (3.602, 3.756, -0.325)  0.3739
H (1.559, 2.704, 0.767)  0.4538
C (0.823, 1.206, 4.163)  -2.0222
C (0.034, 0.342, 3.162)  1.4403
C (0.271, -1.133, 3.538)  -1.1118
C (-1.465, 0.653, 3.368)  -1.6169
N (0.527, 0.658, 1.842)  0.3466
H (0.540, 1.000, 5.204)  0.3991
H (0.642, 2.262, 3.950)  0.3964
H (1.891, 1.012, 4.035)  0.3549
H (-0.046, -1.362, 4.565)  0.4541
H (1.334, -1.358, 3.439)  0.1191
H (-0.279, -1.782, 2.849)  0.0780
H (-1.780, 0.518, 4.411)  0.4585
H (-2.081, 0.005, 2.739)  0.2190
H (-1.651, 1.689, 3.075)  0.3288
Br (4.516, -0.161, 0.950)  -0.1784
C (3.428, -1.714, 1.093)  0.3065
C (3.636, -2.580, 2.157)  -0.5376
C (2.819, -3.692, 2.231)  -0.2589
C (1.853, -3.885, 1.254)  -0.7712
C (1.740, -2.949, 0.241)  -0.2690
N (2.524, -1.868, 0.158)  0.0378
H (4.395, -2.374, 2.897)  0.3898
H (2.928, -4.394, 3.049)  0.3590
H (1.190, -4.739, 1.284)  0.3849
H (0.989, -3.027, -0.537)  0.4615

Total charge = -1
E = -11382.04499 hartree
Max |F| = 0.0051 Eh/bohr
E_HOMO = -3.1 eV
Relative energy (zero: lowest compared OMol25 entry of this formula, charge and spin) = 0.418 eV
Molar mass = 761.010 g/mol
HOMO-LUMO gap = 0.2037 Eh

=====

This record from the OMol25 dataset describes C27H23BrCl2N4O2Pb as an isolated structure. The level of theory is the ωB97M-V functional and the def2-TZVPD basis.

Last column: Mulliken charge in e.
Element x y z (Å)
Pb (-18.979, 4.377, 4.032)  1.7224
Cl (-24.408, 10.043, 3.740)  -0.1891
C (-23.225, 8.785, 3.552)  0.1226
C (-23.118, 8.219, 2.265)  -0.5541
C (-22.285, 7.190, 2.029)  0.2923
Cl (-22.218, 6.537, 0.472)  -0.1867
C (-21.372, 6.692, 3.042)  0.2751
O (-20.577, 5.761, 2.739)  -0.6528
C (-21.526, 7.269, 4.374)  0.7718
C (-20.736, 6.802, 5.476)  -0.3004
O (-19.672, 6.082, 5.465)  -0.5381
C (-22.481, 8.293, 4.596)  -1.0795
H (-23.789, 8.525, 1.475)  0.4464
H (-21.146, 7.074, 6.472)  0.3976
H (-22.570, 8.761, 5.559)  0.4486
C (-15.061, 1.377, 7.189)  -0.8741
N (-15.763, 2.705, 7.335)  0.0310
C (-15.530, 3.580, 8.557)  -0.8800
C (-16.680, 3.088, 6.486)  0.3819
N (-17.399, 3.644, 5.756)  -0.5769
H (-15.678, 0.565, 7.597)  0.3125
H (-14.116, 1.459, 7.720)  0.3201
H (-14.865, 1.177, 6.155)  0.3634
H (-15.713, 2.933, 9.470)  0.3466
H (-16.318, 4.342, 8.556)  0.3148
H (-14.588, 4.091, 8.617)  0.3139
Br (-23.978, 0.895, 7.885)  -0.0725
C (-22.729, 1.674, 6.750)  0.2680
C (-21.418, 1.851, 7.224)  -0.7071
C (-20.540, 2.602, 6.390)  0.1147
N (-20.870, 3.103, 5.201)  -0.1528
C (-22.152, 2.919, 4.785)  -0.3184
C (-23.113, 2.188, 5.475)  -0.6227
H (-21.070, 1.637, 8.224)  0.4208
H (-19.517, 2.844, 6.781)  0.2014
H (-22.463, 3.371, 3.799)  0.3817
H (-24.043, 1.955, 5.012)  0.4861
C (-17.303, 5.897, -1.129)  -0.4485
C (-17.090, 7.105, -0.437)  -0.7113
C (-17.053, 7.180, 0.938)  0.1129
C (-17.060, 5.931, 1.706)  0.3299
C (-17.265, 4.709, 0.974)  -0.4458
C (-17.446, 4.700, -0.387)  -0.7658
N (-17.026, 5.832, 3.052)  0.0095
C (-16.244, 6.726, 3.745)  0.3515
C (-16.626, 7.202, 5.032)  -0.1257
C (-15.725, 7.966, 5.775)  -0.8896
C (-14.580, 8.479, 5.184)  -0.3516
C (-14.194, 8.013, 3.905)  -0.5869
C (-15.013, 7.196, 3.219)  -0.0963
H (-17.412, 5.904, -2.189)  0.4932
H (-16.971, 8.010, -1.021)  0.4318
H (-16.912, 8.160, 1.409)  0.5838
H (-17.271, 3.771, 1.503)  0.5679
H (-17.674, 3.747, -0.880)  0.4380
H (-17.595, 6.914, 5.430)  0.4019
H (-15.977, 8.302, 6.776)  0.4627
H (-13.952, 9.252, 5.701)  0.3977
H (-13.293, 8.360, 3.392)  0.3976
H (-14.711, 6.838, 2.190)  0.4148

Total charge = +2
E = -5098.80774 hartree
Max |F| = 0.0544 Eh/bohr
E_HOMO (alpha / beta) = -12.2 / -12.2 eV
Relative energy (zero: lowest compared OMol25 entry of this formula, charge and spin) = 0.000 eV
Molar mass = 793.517 g/mol
HOMO-LUMO gap (alpha / beta) = 0.1168 / 0.1166 Eh

=====

This record from the OMol25 dataset describes C27H23Cl2IN4O4Ru as an isolated structure. The level of theory is the ωB97M-V functional and the def2-TZVPD basis.

Last column: Mulliken spin population.
Element x y z (Å)
Ru (-0.096, 0.111, 0.013)  0.8840
C (-0.682, -2.703, 0.997)  0.0150
N (-1.538, -1.554, 0.649)  -0.0489
C (-2.505, -1.871, -0.410)  0.0222
C (-2.320, -1.097, -1.668)  -0.0135
C (-3.168, -1.342, -2.738)  0.0007
C (-3.015, -0.623, -3.903)  -0.0007
C (-2.010, 0.328, -3.965)  0.0008
C (-1.207, 0.514, -2.862)  -0.0069
N (-1.351, -0.186, -1.720)  -0.0096
C (-2.191, -1.042, 1.864)  0.0184
C (-2.637, 0.355, 1.656)  -0.0198
C (-3.714, 0.888, 2.337)  0.0021
C (-3.999, 2.234, 2.199)  -0.0018
C (-3.203, 2.998, 1.367)  0.0037
C (-2.160, 2.397, 0.690)  0.0019
N (-1.876, 1.086, 0.827)  0.0171
C (0.389, -2.868, -0.015)  -0.0178
C (1.033, -4.075, -0.207)  0.0019
C (2.113, -4.132, -1.068)  -0.0024
C (2.509, -2.979, -1.722)  0.0044
C (1.815, -1.808, -1.497)  0.0067
N (0.762, -1.751, -0.659)  0.0158
H (-1.266, -3.619, 1.125)  -0.0005
H (-0.188, -2.480, 1.942)  -0.0007
H (-3.517, -1.683, -0.044)  0.0005
H (-2.453, -2.936, -0.647)  0.0006
H (-3.941, -2.094, -2.645)  -0.0001
H (-3.666, -0.800, -4.749)  0.0000
H (-1.846, 0.921, -4.853)  -0.0002
H (-0.427, 1.241, -2.891)  0.0046
H (-1.442, -1.036, 2.654)  -0.0011
H (-3.020, -1.682, 2.180)  -0.0010
H (-4.311, 0.252, 2.977)  -0.0001
H (-4.826, 2.677, 2.737)  -0.0001
H (-3.382, 4.055, 1.232)  0.0005
H (-1.536, 2.956, 0.019)  0.0056
H (0.703, -4.950, 0.336)  0.0001
H (2.641, -5.064, -1.221)  -0.0002
H (3.350, -2.979, -2.401)  0.0010
H (2.080, -0.892, -1.992)  0.0063
I (6.155, 3.723, 1.331)  0.0000
C (4.647, 2.374, 1.812)  -0.0002
C (3.451, 2.421, 1.110)  -0.0015
C (2.474, 1.491, 1.425)  0.0017
C (2.673, 0.527, 2.390)  -0.0018
C (3.860, 0.514, 3.114)  -0.0004
C (4.850, 1.440, 2.825)  0.0005
C (1.617, -0.502, 2.627)  0.0041
O (1.764, -1.375, 3.459)  -0.0010
O (0.514, -0.470, 1.886)  -0.0178
H (3.284, 3.176, 0.354)  0.0000
H (1.494, 1.486, 0.980)  0.0045
H (3.994, -0.224, 3.893)  0.0000
H (5.776, 1.436, 3.383)  0.0000
Cl (1.820, 4.674, -1.579)  0.0014
C (1.695, 3.135, -2.410)  -0.0001
Cl (0.723, 3.291, -3.900)  0.0000
C (1.049, 2.067, -1.532)  -0.0141
O (1.458, 0.892, -1.625)  0.0672
O (0.114, 2.342, -0.756)  0.0681
H (2.685, 2.815, -2.710)  0.0008

Total charge = +1
E = -2875.47526 hartree
Max |F| = 0.1134 Eh/bohr
E_HOMO (alpha / beta) = -10.6 / -10.6 eV
⟨S²⟩ = 0.761
Molar mass = 766.385 g/mol
2S+1 = 2
HOMO-LUMO gap (alpha / beta) = 0.2463 / 0.2487 Eh